Record 1
Density functional theory data (wB97M-V/def2-TZVPD) for a 4-piece molecular cluster, C2H10NO5 overall.

Geometry as XYZ:
```
18
Properties=species:S:1:pos:R:3:lowdin_charge:R:1
O -0.02486 0.30032 2.60795 -0.059
C -0.64495 0.00124 1.59322 -0.405
N -0.60824 0.68292 0.43475 0.040
C -1.35440 0.14389 -0.74031 -0.483
O -0.69943 -0.79552 -1.42323 -0.285
H -1.36310 -0.83092 1.50714 0.126
H 0.11844 1.36372 0.30893 0.124
H -1.57057 1.04320 -1.35904 0.095
H -2.33776 -0.19048 -0.35388 0.094
H 1.16518 -0.18523 -2.72865 0.022
H 1.99804 0.92061 -3.52921 0.008
O 1.95990 0.38845 -2.73405 -0.093
H 3.00218 0.97242 5.27805 0.034
H 3.14670 1.64029 3.95364 0.036
O 3.19234 1.84141 4.89708 -0.075
H -2.11773 -3.22118 -2.38947 0.001
H -1.70459 -1.66452 -2.41339 -0.028
O -2.15713 -2.41065 -2.90952 -0.152
```

Computed properties:
energy relative to the best compared isomer or geometry (same formula, charge and spin): 39.0 kcal per mole
E_LUMO: 3.4 eV
total charge: -1


Record 2
Density functional theory data (wB97M-V/def2-TZVPD) for a 2-piece molecular cluster, C2H10NOS overall.

Geometry as XYZ:
```
15
Properties=species:S:1:pos:R:3:lowdin_charge:R:1
C 0.29268 -0.25644 0.36156 -0.234
C 1.68667 0.04800 0.84672 -0.539
S 2.24732 -1.29399 1.97027 0.763
N -0.37523 0.96806 -0.19651 0.178
H 0.16802 -1.01397 -0.39463 0.130
H -0.27415 -0.60162 1.21940 0.117
H 2.45518 0.13866 0.11512 0.067
H 1.63882 0.96895 1.42203 0.080
H 2.30756 -2.18345 0.96812 -0.120
H -1.38152 0.85312 -0.34450 0.126
H -0.26885 1.80021 0.39511 0.174
H 0.09303 1.22593 -1.05727 0.170
H -2.88226 0.52581 -2.04123 0.057
H -3.21557 -0.90542 -1.58560 0.072
O -2.49170 -0.27385 -1.67859 -0.042
```

Computed properties:
energy relative to the best compared isomer or geometry (same formula, charge and spin): 5.1 kcal per mole
E_LUMO: -3.6 eV
total charge: +1


Record 3
Density functional theory data (wB97M-V/def2-TZVPD) for a 2-piece molecular cluster, C2H10NOS2 overall.

Geometry as XYZ:
```
16
Properties=species:S:1:pos:R:3:lowdin_charge:R:1
N -0.22301 0.43410 0.69245 0.121
C 0.47986 -0.06687 -0.54384 -0.216
C -0.32536 -0.42678 -1.77843 -0.605
S -1.35889 -1.79482 -1.69636 0.465
S -1.81786 -2.88968 -0.04815 0.335
H 0.53947 0.45701 1.37010 0.115
H -1.21425 0.14339 1.09448 0.221
H -0.40334 1.52821 0.67947 0.193
H 0.86132 -1.12039 -0.24968 0.152
H 1.31667 0.56673 -0.65933 0.118
H -0.94348 0.50554 -2.05626 0.116
H 0.28275 -0.64801 -2.60301 0.059
H -1.00776 -3.96741 -0.11895 -0.169
H 1.15264 2.33177 2.77727 0.065
H 1.19111 2.74900 1.23704 0.012
O 1.47012 2.19820 1.90320 0.018
```

Computed properties:
energy relative to the best compared isomer or geometry (same formula, charge and spin): 55.1 kcal per mole
E_LUMO: -3.9 eV
total charge: +1


Record 4
Density functional theory data (wB97M-V/def2-TZVPD) for a 2-piece molecular cluster, C2H10NS overall.

Geometry as XYZ:
```
14
Properties=species:S:1:pos:R:3:lowdin_charge:R:1
N 2.41596 -1.68365 -0.15481 0.258
H 2.60940 -1.48880 0.83077 0.152
H 1.56362 -1.07241 -0.38646 -0.028
H 3.21960 -1.54437 -0.76148 0.149
H 2.12452 -2.64600 -0.31262 0.147
C -2.04378 0.55971 0.75691 -0.162
C -1.38874 1.16700 -0.46909 -0.492
S 0.40936 0.61665 -0.66850 0.729
H -1.43813 0.57899 1.64496 0.064
H -2.46893 -0.41196 0.49553 0.079
H -2.92301 1.17690 0.97747 0.084
H -1.80369 0.82261 -1.41556 0.066
H -1.27411 2.24072 -0.41390 0.067
H 0.99794 1.68460 -0.12322 -0.115
```

Computed properties:
energy relative to the best compared isomer or geometry (same formula, charge and spin): 7.8 kcal per mole
E_LUMO: -3.8 eV
total charge: +1


Record 5
Density functional theory data (wB97M-V/def2-TZVPD) for a 2-piece molecular cluster, C2H10NS overall.

Geometry as XYZ:
```
14
Properties=species:S:1:pos:R:3:lowdin_charge:R:1
N 2.12924 0.65699 1.36971 0.267
H 1.76267 1.00356 2.26238 0.158
H 3.02063 1.09225 1.13785 0.158
H 2.19246 -0.35482 1.50487 0.147
H 1.41193 0.92951 0.65978 0.020
C -2.10506 -0.77285 -0.39876 -0.323
S -0.45163 -0.10836 0.15055 0.722
C 0.36392 0.12698 -1.47132 -0.390
H -1.81311 -1.76561 -0.71402 0.034
H -2.49881 -0.14074 -1.19846 0.046
H -2.83178 -0.65500 0.40079 0.043
H 1.27525 0.73657 -1.35045 0.028
H 0.58498 -0.73787 -2.08298 0.051
H -0.27707 0.83216 -1.99017 0.040
```

Computed properties:
energy relative to the best compared isomer or geometry (same formula, charge and spin): 15.4 kcal per mole
E_LUMO: -3.9 eV
total charge: +1


Record 6
Density functional theory data (wB97M-V/def2-TZVPD) for a 2-piece molecular cluster, C2H10NS overall.

Geometry as XYZ:
```
14
Properties=species:S:1:pos:R:3:lowdin_charge:R:1
N 1.55002 1.62194 -1.28026 0.248
H 1.96095 0.95359 -1.99027 0.180
H 2.28616 2.02106 -0.72948 0.138
H 1.14081 2.37354 -1.84749 0.156
H 0.78135 1.21296 -0.65607 -0.023
C -0.88058 -1.93054 0.47574 -0.401
S 0.10523 -0.48577 0.13372 0.735
C -1.05471 0.81965 0.79163 -0.342
H -1.26155 -1.80408 1.56597 0.087
H -0.44879 -2.88958 0.12376 0.067
H -1.74088 -1.92215 -0.09071 0.001
H -0.45572 1.82586 0.82216 0.073
H -1.92829 0.82315 0.18331 0.030
H -1.25609 0.48985 1.83686 0.052
```

Computed properties:
energy relative to the best compared isomer or geometry (same formula, charge and spin): 25.4 kcal per mole
E_LUMO: -3.9 eV
total charge: +1


Record 7
Density functional theory data (wB97M-V/def2-TZVPD) for a 2-piece molecular cluster, C2H10NS overall.

Geometry as XYZ:
```
14
Properties=species:S:1:pos:R:3:lowdin_charge:R:1
N 1.28162 -1.91289 -1.82270 0.285
H 1.21780 -2.81405 -1.34511 0.159
H 1.14262 -2.15036 -2.81328 0.161
H 2.28674 -1.72037 -1.78722 0.154
H 0.80613 -1.06314 -1.46293 0.010
C -0.34325 1.99891 0.03063 -0.380
S -0.04806 0.20207 0.22846 0.729
C -1.08095 -0.06171 1.73875 -0.348
H 0.23440 2.48860 0.80683 0.038
H 0.06250 2.29064 -0.93228 0.031
H -1.36456 2.36194 0.09623 0.050
H -0.54960 0.30456 2.60890 0.043
H -1.30591 -1.12027 1.81158 0.033
H -1.99194 0.49755 1.55633 0.037
```

Computed properties:
energy relative to the best compared isomer or geometry (same formula, charge and spin): 9.8 kcal per mole
E_LUMO: -4.0 eV
total charge: +1


Record 8
Density functional theory data (wB97M-V/def2-TZVPD) for a 2-piece molecular cluster, C2H10NS2 overall.

Geometry as XYZ:
```
15
Properties=species:S:1:pos:R:3:lowdin_charge:R:1
C 3.07231 0.02878 -2.53442 0.001
N 1.85307 0.50184 -1.80280 0.109
H 3.17175 0.57739 -3.46850 0.108
H 3.92322 0.10433 -1.88061 0.099
H 2.92792 -1.02192 -2.78235 0.106
H 1.07872 0.59562 -2.45235 0.160
H 1.96858 1.44393 -1.41032 0.168
H 1.48237 -0.03509 -1.00445 -0.013
C -2.52270 0.61894 0.28381 -0.486
S -1.70356 -0.36342 1.54660 0.462
S 0.21957 -0.44295 0.71434 0.359
H -3.51603 0.23118 0.07166 0.043
H -1.91212 0.57712 -0.61548 0.001
H -2.61789 1.68527 0.50491 0.043
H 0.93373 -0.43883 1.84503 -0.159
```

Computed properties:
energy relative to the best compared isomer or geometry (same formula, charge and spin): 18.7 kcal per mole
E_LUMO: -3.7 eV
total charge: +1


Record 9
Density functional theory data (wB97M-V/def2-TZVPD) for a 2-piece molecular cluster, C2H10NS2 overall.

Geometry as XYZ:
```
15
Properties=species:S:1:pos:R:3:lowdin_charge:R:1
C 2.42921 -0.48822 0.98023 0.042
N 0.97990 -0.98936 1.09784 0.117
H 2.52167 0.20501 1.80676 0.109
H 3.07357 -1.36158 1.05408 0.113
H 2.53499 -0.04217 -0.00253 0.095
H 0.83201 -1.98825 1.24595 0.176
H 0.32407 -0.55842 0.40761 0.015
H 0.48694 -0.54467 1.88191 0.165
C -2.71981 1.30301 -0.52956 -0.162
S -1.50671 -0.16046 -0.91328 0.583
S -0.21577 -0.52200 -2.43376 0.635
H -2.32705 2.16422 -1.06171 0.062
H -2.48301 1.42879 0.52434 0.062
H -3.62104 0.89204 -0.97452 0.069
H -0.30896 0.66205 -3.08337 -0.082
```

Computed properties:
spin multiplicity: 2
energy relative to the best compared isomer or geometry (same formula, charge and spin): 41.6 kcal per mole
E_LUMO (spin up / spin down): -9.5 / -11.9 eV
total charge: +2


Record 10
Density functional theory data (wB97M-V/def2-TZVPD) for a 2-piece molecular cluster, C2H10NSi overall.

Geometry as XYZ:
```
14
Properties=species:S:1:pos:R:3:lowdin_charge:R:1
C 2.83356 -0.51381 0.34358 -0.311
C -1.40088 -0.12409 0.58369 -0.171
N -2.74652 0.41274 0.09104 0.025
Si 1.57850 0.52930 -0.55380 0.950
H 2.62519 -0.51451 1.51164 0.082
H 3.17030 -1.57181 0.32589 0.043
H 3.83206 0.06076 0.34714 0.056
H -1.68655 -0.89980 1.30333 0.018
H -0.98296 0.65741 1.23548 -0.019
H -2.81054 1.44261 -0.18980 0.177
H -2.97771 -0.06385 -0.80035 0.145
H -3.52256 0.26529 0.74251 0.144
H 0.80338 -0.12335 -1.55946 -0.100
H 1.65542 1.93794 -0.12908 -0.040
```

Computed properties:
energy relative to the best compared isomer or geometry (same formula, charge and spin): 129.4 kcal per mole
E_LUMO: -5.0 eV
total charge: +1


Record 11
Density functional theory data (wB97M-V/def2-TZVPD) for C2H10O10V as an isolated structure.

Geometry as XYZ:
```
23
Properties=species:S:1:pos:R:3:lowdin_charge:R:1
V -0.21531 0.14248 -0.26040 0.931
C 1.99215 -1.66864 0.80082 -0.822
O 2.31199 -1.10285 1.87195 -0.012
O 2.95606 -2.20660 0.12497 0.144
O 0.82786 -1.60459 0.33809 -0.104
H 3.78796 -2.12791 0.58425 0.123
C -2.33464 1.71887 -0.82564 -0.869
O -2.43082 0.75155 -0.06604 -0.056
O -3.28053 2.63982 -0.95552 0.131
O -1.27800 1.85080 -1.40304 -0.006
H -3.98188 2.63620 -0.28249 0.129
O 1.31145 0.02909 -1.80326 -0.033
H 2.15505 -0.42066 -1.81180 0.078
H 1.28541 0.55895 -2.60468 0.096
O 0.98141 1.53425 0.89421 -0.040
H 1.68569 1.38685 1.51762 0.072
H 0.40916 2.19701 1.30009 0.092
O -0.98149 -0.39863 1.96138 -0.073
H -1.18098 -0.15171 2.86553 0.066
H -0.11633 -0.84024 2.09271 0.042
O -1.20831 -1.30927 -1.56801 -0.031
H -2.03849 -1.54063 -1.15329 0.083
H -0.65744 -2.07414 -1.61744 0.060
```

Computed properties:
spin multiplicity: 4
energy relative to the best compared isomer or geometry (same formula, charge and spin): 0.0 kcal per mole
E_LUMO (spin up / spin down): 0.1 / 0.1 eV


Record 12
Density functional theory data (wB97M-V/def2-TZVPD) for a 3-piece molecular cluster, C2H10O2S overall.

Geometry as XYZ:
```
15
Properties=species:S:1:pos:R:3:lowdin_charge:R:1
C 2.49305 -0.38086 -0.69220 -0.252
C 2.03933 -1.77303 -1.08344 -0.536
S 3.07319 -2.91244 0.05086 0.594
H 3.32332 -0.09237 0.08573 0.094
H 2.97488 -0.08290 -1.65688 0.057
H 1.77023 0.45197 -0.62448 0.061
H 2.45144 -1.84154 -2.11801 0.073
H 1.02359 -2.01512 -0.92848 0.039
H 2.19732 -3.04729 1.14192 -0.130
O -1.87827 0.85683 1.36263 -0.066
H -2.22636 1.54320 1.89773 -0.003
H -2.20072 0.05951 1.87478 0.070
O -5.08425 3.05499 -0.11340 -0.101
H -4.19038 3.27064 0.17160 0.019
H -5.76637 2.90842 0.63162 0.082
```

Computed properties:
energy relative to the best compared isomer or geometry (same formula, charge and spin): 39.0 kcal per mole
E_LUMO: 0.4 eV
structure (SMILES): CCS.O.O


Number 1: largest force on an atom 0.0204 Eh/bohr. Number 2: largest force on an atom 0.0212 Eh/bohr. Number 3: largest force on an atom 0.0955 Eh/bohr. Number 4: largest force on an atom 0.0319 Eh/bohr. Number 5: largest force on an atom 0.0288 Eh/bohr. Number 6: largest force on an atom 0.0508 Eh/bohr. Number 7: largest force on an atom 0.0475 Eh/bohr. Number 8: largest force on an atom 0.0214 Eh/bohr. Number 9: largest force on an atom 0.0525 Eh/bohr. Number 10: largest force on an atom 0.0699 Eh/bohr. Number 11: largest force on an atom 0.0940 Eh/bohr. Number 12: largest force on an atom 0.0776 Eh/bohr.